Entry from the OMol25 dataset: a 7-piece molecular cluster, C14H42O14 overall at a distorted geometry (ωB97M-V/def2-TZVPD).

Output
Total energy (eV): -43858.4374
LUMO (eV): 0.08
Energy relative to the best compared isomer or geometry (same formula, charge and spin) (eV): 2.658

ORCA input file:
```
! wB97M-V def2-TZVPD RIJCOSX def2/J DEFGRID3
* xyz 0 1
O 24.78 8.53 -18.19
C 23.42 8.69 -18.22
C 23.14 10.20 -18.18
O 23.58 10.73 -16.93
H 24.85 7.59 -18.01
H 23.03 8.23 -19.13
H 22.89 8.22 -17.39
H 22.08 10.39 -18.35
H 23.67 10.70 -18.99
H 24.45 10.35 -16.79
O 15.06 8.92 -11.30
C 14.75 10.28 -11.37
C 15.86 11.17 -12.06
O 17.07 11.10 -11.38
H 15.95 8.88 -10.96
H 13.81 10.37 -11.91
H 14.61 10.65 -10.36
H 15.46 12.17 -12.18
H 15.97 10.64 -13.01
H 17.04 11.73 -10.66
O 20.25 15.19 -19.15
C 21.12 16.10 -19.77
C 22.20 15.32 -20.62
O 21.80 14.65 -21.79
H 20.07 15.60 -18.30
H 20.71 16.87 -20.42
H 21.62 16.59 -18.94
H 22.61 14.61 -19.90
H 23.04 15.96 -20.88
H 20.91 14.36 -21.59
O 18.30 14.45 -8.69
C 19.63 14.90 -8.63
C 19.72 16.42 -8.72
O 19.24 17.13 -7.62
H 17.78 15.02 -8.12
H 20.11 14.55 -7.72
H 20.13 14.41 -9.47
H 19.10 16.83 -9.53
H 20.72 16.76 -9.00
H 18.28 17.11 -7.62
O 19.12 15.87 -15.33
C 19.43 15.20 -14.14
C 20.39 14.00 -14.46
O 21.59 14.47 -15.00
H 18.32 16.37 -15.13
H 19.89 15.92 -13.46
H 18.48 14.91 -13.69
H 19.89 13.37 -15.19
H 20.48 13.43 -13.54
H 22.02 13.73 -15.42
O 16.42 19.31 -15.20
C 15.85 19.97 -14.14
C 16.99 20.39 -13.14
O 17.93 21.32 -13.83
H 15.87 19.44 -15.97
H 15.33 20.87 -14.46
H 15.02 19.48 -13.61
H 17.62 19.58 -12.78
H 16.62 20.83 -12.21
H 18.13 20.93 -14.68
O 21.50 9.19 -10.62
C 22.09 8.58 -11.73
C 23.56 8.20 -11.49
O 24.30 9.41 -11.44
H 20.62 9.47 -10.89
H 21.54 7.69 -12.06
H 21.94 9.22 -12.60
H 24.03 7.53 -12.21
H 23.71 7.78 -10.50
H 24.06 9.94 -10.68
*
```

Entry from the OMol25 dataset: a 7-piece molecular cluster, C14H42O14 overall at a distorted geometry (ωB97M-V/def2-TZVPD).

Output
Total energy (eV): -43858.6112
LUMO (eV): -0.06
Energy relative to the best compared isomer or geometry (same formula, charge and spin) (eV): 2.484

ORCA input file:
```
! wB97M-V def2-TZVPD RIJCOSX def2/J DEFGRID3
* xyz 0 1
O 12.61 10.36 3.10
C 13.51 11.45 3.00
C 14.71 11.09 2.13
O 14.22 11.01 0.78
H 12.20 10.33 2.24
H 12.88 12.19 2.50
H 13.78 11.93 3.94
H 15.17 10.17 2.47
H 15.42 11.92 2.07
H 14.86 10.65 0.17
O 7.69 10.22 3.98
C 7.76 10.92 2.75
C 6.45 10.87 1.89
O 5.31 11.18 2.73
H 7.34 10.81 4.65
H 8.05 11.95 2.92
H 8.56 10.35 2.26
H 6.18 9.88 1.52
H 6.35 11.29 0.89
H 5.39 12.08 3.04
O 14.44 5.07 -0.30
C 14.32 6.36 -0.86
C 13.80 7.37 0.11
O 12.47 7.20 0.32
H 13.55 4.74 -0.18
H 15.32 6.77 -1.04
H 13.74 6.38 -1.78
H 14.10 8.35 -0.27
H 14.21 7.30 1.12
H 12.30 6.26 0.44
O 11.06 9.43 1.12
C 10.43 9.93 -0.02
C 11.50 10.42 -1.05
O 11.95 11.68 -0.66
H 11.58 8.69 0.80
H 9.83 9.10 -0.41
H 9.76 10.78 0.11
H 11.00 10.36 -2.02
H 12.23 9.61 -1.17
H 12.77 11.54 -0.18
O 6.56 11.37 -2.90
C 7.73 11.61 -2.09
C 8.78 12.46 -2.89
O 8.39 13.76 -3.22
H 6.07 10.68 -2.45
H 7.51 12.04 -1.11
H 8.31 10.71 -1.85
H 8.90 11.97 -3.86
H 9.78 12.48 -2.46
H 9.13 14.14 -3.70
O 12.06 5.94 4.40
C 11.29 6.98 3.74
C 10.56 7.84 4.74
O 11.54 8.62 5.42
H 13.00 6.15 4.42
H 11.88 7.61 3.06
H 10.60 6.50 3.05
H 10.07 7.13 5.40
H 9.81 8.49 4.30
H 12.18 8.92 4.77
O 10.74 6.32 -4.00
C 10.30 7.56 -3.47
C 8.87 7.96 -3.76
O 7.97 7.09 -3.07
H 11.69 6.20 -3.95
H 10.44 7.56 -2.39
H 10.95 8.37 -3.80
H 8.65 7.90 -4.83
H 8.68 8.99 -3.45
H 7.83 6.35 -3.67
*
```